Below is a structure of composition C4H6LiO3, with properties calculated with wB97M-V/def2-TZVPD.

```
14
C4H6LiO3 (wB97M-V/def2-TZVPD)
C 1.27 2.65 -0.07
C 1.34 1.24 -0.54
O 0.95 0.28 0.22
H 0.70 3.24 -0.80
H 0.78 2.72 0.92
H 2.28 3.08 0.00
H 1.86 1.00 -1.47
O -0.99 -0.74 -1.19
Li -2.26 -2.21 -1.21
C -0.39 -0.83 -0.14
O -0.56 -1.63 0.85
C -1.64 -2.72 0.76
H -2.27 -2.47 1.63
H -1.06 -3.61 1.05
```

Computed properties:
E_LUMO (alpha / beta) (eV): -0.277 / -0.298
HOMO-LUMO gap (alpha / beta) (eV): 6.260 / 7.935
Expectation value of S²: 0.766
Spin multiplicity: 2